Computed, not measured: a structure of composition C24H62N4O18, with ωB97M-V/def2-TZVPD.

Last column: Löwdin charge in e.
CARTESIAN COORDINATES (ANGSTROEM)
C (2.45081, 3.21308, 0.64794)  0.099
N (1.49715, 2.32900, 1.40185)  -0.299
O (2.06246, 1.56686, 2.23431)  0.089
O (0.31727, 2.41098, 1.12820)  0.059
H (3.24713, 3.59649, 1.28589)  0.112
H (1.85643, 4.10280, 0.44010)  0.099
H (2.91732, 2.63209, -0.14763)  0.106
C (-0.80440, -3.25795, 0.30773)  0.017
N (0.04195, -4.42464, -0.12652)  -0.399
O (1.21369, -4.35139, 0.02223)  0.095
O (-0.54243, -5.38384, -0.64133)  0.047
H (-0.96050, -3.27050, 1.38642)  0.067
H (-1.80859, -3.42756, -0.08077)  0.091
H (-0.58885, -2.24786, -0.04062)  0.072
C (1.85359, -1.61627, 2.26944)  0.044
N (2.49045, -1.66200, 3.61967)  -0.390
O (2.42286, -0.64864, 4.37587)  0.046
O (3.08933, -2.68975, 3.83541)  0.053
H (2.54244, -1.83445, 1.45336)  0.136
H (1.27759, -0.70065, 2.13535)  0.034
H (1.17453, -2.46885, 2.27815)  0.110
C (-4.02972, -2.34285, -0.69629)  0.065
N (-3.62374, -1.96114, 0.73267)  -0.383
O (-3.81693, -2.82160, 1.57838)  0.089
O (-3.17468, -0.82405, 0.93705)  0.008
H (-4.31669, -1.45204, -1.25504)  0.118
H (-4.78656, -3.12686, -0.67090)  0.116
H (-3.12832, -2.77225, -1.13355)  0.084
C (-2.26804, 7.31290, -3.03593)  -0.116
O (-2.08419, 6.03410, -2.45714)  -0.144
C (-1.61219, 5.08934, -3.38297)  -0.197
C (-1.56788, 3.68204, -2.78553)  -0.191
O (-1.07286, 3.65603, -1.50813)  -0.174
C (-1.05891, 2.38952, -0.83882)  -0.028
H (-2.98768, 7.17662, -3.84317)  0.083
H (-1.42546, 7.83970, -3.48386)  0.065
H (-2.80982, 8.02969, -2.41885)  0.091
H (-0.55179, 5.30798, -3.50889)  0.051
H (-2.11243, 5.18248, -4.34691)  0.129
H (-0.93495, 3.00117, -3.35466)  0.115
H (-2.55396, 3.23828, -2.64835)  0.127
H (-0.64581, 2.64263, 0.13760)  0.062
H (-0.41920, 1.70478, -1.39560)  -0.043
H (-2.09411, 2.06745, -0.72592)  0.133
C (-1.55093, -2.28993, 2.73593)  -0.134
O (-0.42093, -1.74503, 2.06979)  -0.340
C (-0.59855, -0.40105, 1.73802)  -0.145
C (0.42380, 0.23245, 0.85750)  -0.199
O (0.26994, -0.27640, -0.45936)  -0.085
C (0.77079, 0.63895, -1.47388)  -0.091
H (-1.55507, -3.37990, 2.72913)  0.130
H (-2.47874, -2.00214, 2.24153)  0.061
H (-1.58213, -2.03085, 3.79423)  0.022
H (-0.62990, 0.07780, 2.71671)  0.165
H (-1.57287, -0.20441, 1.29068)  0.116
H (1.41138, 0.24720, 1.31856)  0.080
H (0.13397, 1.27545, 0.98498)  -0.050
H (0.02909, 1.41958, -1.64303)  -0.014
H (0.84321, 0.15813, -2.44942)  0.137
H (1.77575, 1.04266, -1.35072)  0.088
C (-1.75142, -1.40385, -1.11375)  -0.118
O (-2.62561, -1.21961, -2.32243)  -0.223
C (-2.02139, -0.83494, -3.57257)  -0.141
C (-0.89569, -1.76325, -3.99772)  -0.153
O (0.21040, -1.55618, -3.13771)  -0.213
C (1.40764, -2.04350, -3.56775)  -0.121
H (-1.06655, -2.21121, -1.37303)  0.081
H (-2.35970, -1.65860, -0.24588)  0.011
H (-1.08339, -0.55472, -0.96953)  0.062
H (-1.66422, 0.17947, -3.39503)  0.115
H (-2.78743, -0.75156, -4.34351)  0.130
H (-0.56210, -1.54085, -5.01130)  0.127
H (-1.21607, -2.80489, -3.97648)  0.139
H (1.41017, -3.11813, -3.38535)  0.093
H (2.27802, -1.83269, -2.94636)  0.103
H (1.63421, -2.08375, -4.63318)  0.101
C (0.97510, 6.72828, -2.93527)  -0.103
O (0.76918, 5.38676, -2.83328)  -0.261
C (1.83730, 4.53141, -2.33398)  -0.054
C (1.55211, 2.95892, -2.52832)  -0.134
O (2.66493, 2.14890, -2.19167)  -0.156
C (2.44858, 0.81323, -2.52706)  -0.241
H (1.86495, 6.75033, -3.56437)  0.095
H (1.23813, 7.24231, -2.01078)  0.110
H (0.19899, 7.14594, -3.57661)  0.076
H (1.93206, 4.68435, -1.25893)  0.088
H (2.79977, 4.73724, -2.80235)  0.126
H (1.09202, 2.65716, -3.46925)  0.140
H (0.77668, 2.78664, -1.78191)  0.078
H (2.33571, 0.76079, -3.60993)  0.119
H (1.52053, 0.33828, -2.20887)  -0.177
H (3.32453, 0.22279, -2.25837)  0.135
C (-0.55391, -1.99061, 4.92716)  -0.202
O (-0.52088, -3.35166, 5.24620)  -0.134
C (0.84675, -3.85280, 5.14008)  -0.111
C (0.82019, -5.45929, 5.01592)  -0.123
O (2.16288, -6.00851, 5.10637)  -0.225
C (2.77005, -6.05160, 6.42802)  -0.089
H (-0.28960, -1.69860, 3.91081)  0.064
H (-0.21945, -1.25723, 5.66090)  0.115
H (-1.59009, -1.69696, 5.09508)  0.114
H (1.36137, -3.57089, 6.05866)  0.121
H (1.36221, -3.31059, 4.34735)  0.069
H (0.44910, -5.88685, 4.08447)  0.119
H (0.33246, -5.90586, 5.88240)  0.113
H (3.82803, -5.86266, 6.24614)  0.084
H (2.71094, -7.08562, 6.76772)  0.077
H (2.34967, -5.38917, 7.18471)  0.080

Atomic forces in eV per Å
C -0.43 0.57 0.88
N 5.28 2.14 2.53
O -1.96 2.27 -0.94
O 3.84 6.24 4.98
H -0.16 -0.64 0.49
H 0.08 -0.42 -0.78
H -0.50 0.32 -0.31
C -1.26 -2.07 0.38
N -2.64 0.23 -1.05
O 2.17 0.17 0.42
O 0.37 0.70 0.53
H 0.97 -1.38 -1.65
H 0.51 -0.90 -0.06
H 1.95 -1.67 1.02
C 0.80 -0.83 1.20
N 1.10 2.48 -0.42
O -0.01 -2.68 -1.52
O 0.62 0.44 0.80
H 0.59 0.35 0.38
H 1.63 -1.81 1.43
H 0.90 0.18 0.04
C -0.90 -1.05 0.53
N -3.36 -0.39 -0.25
O -0.84 0.65 -0.77
O -2.99 -0.94 0.93
H 0.08 -0.28 0.45
H -0.16 0.35 0.54
H -1.14 -0.33 -0.12
C -1.57 -0.27 -0.88
O -0.33 1.05 0.84
C 0.88 -0.13 -0.23
C -1.60 -0.51 -0.05
O 1.13 1.25 2.05
C -4.15 3.85 0.21
H -0.06 0.04 -0.58
H 0.33 -0.34 0.30
H 0.40 -0.41 0.83
H -1.58 -0.33 -1.12
H -0.58 -0.48 -0.02
H -0.22 0.06 -1.01
H -0.60 -0.16 -0.89
H -1.87 -0.15 -2.56
H -14.44 8.59 7.51
H -0.26 -0.57 -0.15
C -2.84 0.12 -0.95
O -2.30 0.09 1.10
C -0.77 0.95 0.79
C -1.26 -2.95 -0.36
O 3.12 1.89 0.13
C -7.22 -2.72 7.58
H 0.39 -0.04 0.21
H 1.69 -0.01 1.26
H -1.95 -0.33 -2.99
H 0.14 1.01 0.10
H 0.56 -0.16 0.16
H -0.67 -0.51 -2.45
H -1.83 -4.53 -1.32
H 13.17 -8.81 -7.52
H -8.62 -2.97 -0.17
H -2.53 0.91 5.52
C -0.28 0.82 -4.46
O 0.12 0.16 -0.58
C 0.40 0.02 1.79
C 0.14 0.38 -0.14
O -0.80 1.43 0.19
C 1.47 -3.50 -0.13
H -0.85 0.63 -1.01
H 2.87 1.08 -2.70
H -2.05 -0.44 -0.32
H 0.53 0.25 -0.42
H -0.19 -0.39 0.19
H -0.18 0.10 -0.31
H -0.09 -0.21 0.13
H -0.22 -0.75 0.07
H -0.26 1.21 -0.08
H -0.15 1.21 -0.28
C 2.55 0.61 -1.33
O 2.09 -3.59 1.88
C -0.18 -0.66 -0.55
C -0.87 1.79 1.23
O 0.66 2.15 0.05
C 10.74 0.17 -9.36
H 0.54 1.05 -0.17
H -0.66 0.15 0.20
H -0.03 0.10 0.73
H 0.04 0.22 -0.31
H 0.04 0.39 -0.24
H 0.50 0.31 -0.56
H 0.60 0.63 -0.44
H 0.69 0.13 -1.13
H 10.13 -1.44 -3.14
H 0.32 0.16 0.11
C 0.02 1.71 3.53
O 1.38 -0.29 -0.39
C -1.22 -1.28 0.18
C 1.87 0.80 0.97
O -0.14 0.92 0.44
C -0.08 -0.67 -1.44
H 1.92 0.08 1.61
H 1.75 -0.49 0.61
H -0.35 -0.12 0.15
H 0.17 -0.20 0.16
H -0.53 -1.11 0.04
H -0.30 0.52 0.04
H -0.87 0.38 -0.12
H -0.05 0.34 0.28
H -0.20 -0.06 0.29
H -0.08 0.20 -0.26

Computed properties:
Orbital gap ... 5.518 eV
Energy relative to the best compared isomer or geometry (same formula, charge and spin) ... 34.033 eV
DFT total energy ... -2523.00167 Ha
Highest occupied orbital energy ... -6.9 eV
LUMO ... -1.37 eV